73
Properties=species:S:1:pos:R:3:mulliken_charge:R:1 method="wB97M-V/def2-TZVPD" homo_energy_ha=-0.072 charge=-1 lumo_energy_ha=0.0012 energy_ev=-58678.515
C -0.213 1.468 1.452 -0.20
N 1.061 1.037 0.744 -0.61
C 1.438 2.136 -0.266 -0.14
O 1.999 3.344 0.372 -0.33
C 1.178 4.535 0.095 -0.03
H 0.009 2.534 1.936 0.01
H -1.041 1.566 0.598 0.06
H -0.571 0.673 2.247 0.10
H 2.325 1.665 -0.907 0.06
H 0.533 2.443 -0.948 0.10
H 0.247 4.480 0.834 -0.01
H 1.827 5.471 0.437 0.21
H 0.839 4.656 -1.019 0.06
C -2.842 -2.894 3.270 -0.45
C -2.306 -3.843 4.044 -0.33
C -0.850 -4.084 4.064 0.25
O -0.359 -4.954 4.770 -0.66
C -0.009 -3.235 3.196 -0.32
C -0.544 -2.286 2.422 -0.17
C -2.001 -2.045 2.403 0.30
O -2.492 -1.176 1.696 -0.54
H -3.908 -2.705 3.243 0.41
H -2.910 -4.473 4.686 0.43
H 1.057 -3.425 3.223 0.51
H 0.059 -1.656 1.780 0.51
C 2.354 5.462 -5.708 -0.44
C 1.374 5.203 -4.837 -0.38
C 1.552 4.216 -3.754 0.40
O 0.655 3.977 -2.957 -0.56
C 2.856 3.528 -3.669 0.00
C 3.836 3.787 -4.540 -0.46
C 3.658 4.774 -5.623 0.33
O 4.555 5.013 -6.419 -0.59
H 2.239 6.182 -6.508 0.38
H 0.412 5.699 -4.885 0.41
H 2.971 2.808 -2.868 0.36
H 4.798 3.291 -4.491 0.42
C 1.365 -7.296 0.530 -0.42
C 0.466 -8.024 -0.139 -0.29
C -0.903 -8.216 0.380 0.36
O -1.726 -8.884 -0.231 -0.60
C -1.239 -7.572 1.665 -0.51
C -0.340 -6.844 2.334 -0.21
C 1.029 -6.652 1.815 0.29
O 1.852 -5.984 2.426 -0.55
H 2.374 -7.145 0.165 0.36
H 0.698 -8.502 -1.083 0.50
H -2.248 -7.722 2.031 0.44
H -0.572 -6.366 3.278 0.61
C 0.069 -3.443 -2.823 -0.45
C -0.903 -3.199 -3.707 -0.43
C -1.612 -4.300 -4.389 0.38
O -2.501 -4.077 -5.200 -0.57
C -1.206 -5.680 -4.056 -0.44
C -0.234 -5.923 -3.171 -0.13
C 0.475 -4.823 -2.489 0.46
O 1.363 -5.045 -1.678 -0.52
H 0.600 -2.647 -2.315 0.54
H -1.213 -2.193 -3.962 0.43
H -1.737 -6.475 -4.564 0.41
H 0.075 -6.930 -2.916 0.31
C -0.700 6.676 4.136 -0.36
C -0.807 7.947 4.534 -0.34
C -1.591 8.929 3.760 0.38
O -1.688 10.093 4.123 -0.58
C -2.253 8.452 2.529 -0.34
C -2.146 7.181 2.130 -0.32
C -1.362 6.199 2.905 0.36
O -1.265 5.035 2.542 -0.50
H -0.129 5.943 4.692 0.43
H -0.328 8.312 5.435 0.39
H -2.824 9.185 1.973 0.39
H -2.624 6.816 1.230 0.44